1.
{
  "formula": "C2H4FN",
  "method": "the ωB97M-V functional and the def2-TZVPD basis",
  "symbols": ["C", "C", "N", "F", "H", "H", "H", "H"],
  "coordinates": [[-0.666090, 0.139587, -0.022542], [0.764592, -0.339446, -0.074826], [-1.129970, 1.280139, 0.030184], [-1.569357, -0.903612, 0.014723], [0.843685, -0.975046, -0.881864], [0.682214, -1.087992, 0.822090], [1.294395, 0.563143, 0.148918], [-2.979876, 0.848310, 0.408841]],
  "forces_ev_per_a": [[-1.1, -1.4, -0.3], [-3.2, -0.3, 4.1], [-2.0, 0.9, 0.6], [0.6, -0.4, -0.1], [1.0, -0.7, -2.2], [0.9, 1.5, -1.2], [1.3, -0.2, -0.4], [2.4, 0.6, -0.6]],
  "mulliken_charge": [0.644, -0.815, -0.572, -0.273, 0.331, 0.238, 0.292, 0.156],
  "e_above_lowest_ev": 4.139,
  "e_homo_ev": [-10.682, -10.359],
  "largest_force_ha_per_bohr": 0.1011,
  "multiplicity": 1,
  "orbital_gap_ev": [10.244, 9.414]
}

2.
{
  "formula": "C2H4FN2O2",
  "method": "the ωB97M-V functional and the def2-TZVPD basis",
  "symbols": ["N", "C", "O", "N", "C", "O", "F", "H", "H", "H", "H"],
  "coordinates": [[-0.790333, -0.684928, -0.973744], [0.659815, -0.433095, -0.496446], [1.478667, -0.542643, -1.322994], [0.789042, -0.088164, 0.839795], [0.453693, 1.266551, 1.140972], [1.067652, 2.212102, 0.824298], [-0.685886, 1.285460, 1.850545], [-0.837969, -1.635277, -1.348943], [-1.507414, -0.585186, -0.253066], [-0.993473, -0.051902, -1.750424], [0.366204, -0.742918, 1.490006]],
  "forces_ev_per_a": [[-0.4, -0.3, 0.0], [1.0, 0.1, -0.1], [-0.1, 0.0, -0.1], [-0.6, 0.0, 0.2], [0.4, 0.3, 0.3], [-0.4, -0.2, -0.1], [0.3, 0.0, 0.0], [0.0, -0.1, -0.1], [-0.1, 0.1, 0.0], [0.0, 0.1, -0.1], [-0.1, -0.1, 0.0]],
  "mulliken_charge": [-0.322, 0.284, -0.265, -0.215, 0.610, -0.324, -0.194, 0.367, 0.358, 0.368, 0.331],
  "e_above_lowest_ev": 0.000,
  "e_homo_ev": -16.528,
  "largest_force_ha_per_bohr": 0.0193,
  "total_charge": 1,
  "multiplicity": 1,
  "orbital_gap_ev": 11.452,
  "smiles": "[NH3+]C(=O)NC(=O)F"
}

3.
{
  "formula": "C2H4FNO",
  "method": "the ωB97M-V functional and the def2-TZVPD basis",
  "symbols": ["O", "N", "C", "F", "C", "H", "H", "H", "H"],
  "coordinates": [[-2.348899, 1.248310, -0.365049], [-1.896688, 0.200636, -0.094586], [-1.255244, -0.651265, 0.346381], [-1.175238, -1.937189, 0.331827], [1.311607, 0.237369, -0.082551], [2.345567, 0.757034, -0.148041], [1.176456, 0.164304, 0.999441], [0.379025, 0.663791, -0.439032], [1.463417, -0.682988, -0.548389]],
  "forces_ev_per_a": [[-0.9, 2.1, -0.8], [-0.4, 0.0, 0.1], [0.4, -1.9, 0.8], [0.3, -0.5, 0.1], [1.8, 1.9, 1.4], [-2.1, -0.1, -0.5], [0.0, -0.5, -0.1], [0.9, 0.9, -0.5], [0.1, -1.8, -0.5]],
  "mulliken_charge": [-0.608, 0.632, 0.158, -0.181, -1.113, 0.267, 0.293, 0.236, 0.316],
  "e_above_lowest_ev": 5.380,
  "e_homo_ev": [-10.155, -10.155],
  "largest_force_ha_per_bohr": 0.0577,
  "multiplicity": 1,
  "orbital_gap_ev": [9.873, 9.872],
  "smiles": "[O-][N+]#CF.C"
}

4.
{
  "formula": "C2H4FNO",
  "method": "the ωB97M-V functional and the def2-TZVPD basis",
  "symbols": ["C", "C", "N", "O", "F", "H", "H", "H", "H"],
  "coordinates": [[-0.392636, 1.231119, 2.233391], [0.021434, -0.509504, -1.642226], [0.410306, 0.447294, 1.923303], [1.343571, -0.231298, 1.705741], [-0.358413, -0.592895, -2.980910], [-1.394659, 1.365457, 2.500304], [-0.847754, -0.781182, -0.989735], [0.695050, -1.340245, -1.492814], [0.523102, 0.411254, -1.257054]],
  "forces_ev_per_a": [[-1.8, 7.8, 1.7], [-0.4, -1.1, 1.1], [-0.2, -4.7, -0.9], [4.1, -2.0, -1.0], [0.2, 0.9, 0.6], [-2.2, -1.1, 0.2], [0.4, 0.7, -0.7], [0.5, -0.1, 0.1], [-0.6, -0.3, -1.1]],
  "mulliken_charge": [-0.216, -0.372, 0.424, -0.406, -0.273, 0.203, 0.205, 0.239, 0.197],
  "e_above_lowest_ev": 3.850,
  "e_homo_ev": [-5.906, -10.528],
  "largest_force_ha_per_bohr": 0.1591,
  "s2": 2.0136,
  "multiplicity": 3,
  "orbital_gap_ev": [6.755, 7.242]
}